(1)
Below is a single C5H11NO molecule, with properties calculated with ωB97M-V/def2-TZVPD.

SMILES: CC(C)N(C)C=O
LUMO: 0.9 eV
Orbital gap: 10.17 eV
ΔE to the lowest compared entry with this formula, charge and spin: 0.713 eV

```
! wB97M-V def2-TZVPD RIJCOSX def2/J DEFGRID3
* xyz 0 1
C -0.9626 -1.4803 -0.4314
C -0.5647 -0.0174 -0.5964
C -1.4300 0.8714 0.3070
N 0.8608 0.2231 -0.2798
C 1.5980 -0.6724 0.5897
C 1.2578 1.5305 -0.3425
O 0.7601 2.3694 -1.0672
H -0.8014 -1.8268 0.5965
H -2.0335 -1.5777 -0.6400
H -0.4228 -2.1452 -1.1116
H -0.7124 0.2823 -1.6399
H -1.0785 1.9029 0.2682
H -2.4770 0.8584 -0.0126
H -1.3761 0.5216 1.3458
H 1.1347 -0.7795 1.5792
H 1.7041 -1.6643 0.1368
H 2.6042 -0.2636 0.7206
H 2.0435 1.7890 0.3961
*
```

=====

(2)
Below is 2 unconnected molecules or ions with the total composition C5H10NO at a distorted geometry, with properties calculated with ωB97M-V/def2-TZVPD.

LUMO (spin up / spin down): -5.7 / -5.7 eV
Orbital gap (spin up / spin down): 7.89 / 7.88 eV
ΔE to the lowest compared entry with this formula, charge and spin: 5.393 eV

```
! wB97M-V def2-TZVPD RIJCOSX def2/J DEFGRID3
* xyz 1 1
C -1.2217 -1.3289 0.7536
C 0.9631 -0.6199 0.5101
C -0.0912 2.1587 0.6740
C -0.1634 -1.6205 -1.3187
C 0.8688 1.4261 -0.2772
N -0.1394 -1.2318 0.0825
O 2.0335 -0.8420 0.9340
H -2.2607 -1.4228 0.3986
H -1.0488 -1.2385 1.8230
H -0.3280 3.1522 0.2730
H -0.9183 1.4418 0.6922
H 0.3874 2.1415 1.6140
H 0.5967 -2.4072 -1.2852
H -0.0303 -0.8848 -2.1119
H -1.2343 -1.8828 -1.5113
H 1.8789 1.6685 0.0612
H 0.7078 1.4904 -1.3118
*
```

=====

(3)
Below is 2 unconnected molecules or ions with the total composition CH8N6O at a distorted geometry, with properties calculated with ωB97M-V/def2-TZVPD.

LUMO: 0.8 eV
Orbital gap: 8.85 eV
ΔE to the lowest compared entry with this formula, charge and spin: 2.557 eV

```
! wB97M-V def2-TZVPD RIJCOSX def2/J DEFGRID3
* xyz 0 1
C 0.2344 -0.7991 -0.7320
N 1.2983 -0.3012 1.8979
N -0.7265 -1.6829 -0.8272
N 0.8136 1.5878 -0.2807
N -1.4419 0.8013 -0.6995
N -0.0811 0.5313 -0.7204
N 0.5591 -1.1014 1.2954
O -0.0708 -2.0927 1.7384
H 1.3292 -1.1127 -1.0387
H 1.5081 -0.6811 2.7635
H -0.5606 -2.6701 -0.6985
H -1.4966 -1.4526 -0.1917
H 1.4577 1.6038 -1.0488
H 1.3430 1.2524 0.4514
H -1.7772 0.8934 0.3970
H -1.4300 1.8006 -1.0226
*
```

=====

(4)
Below is a molecular structure, C2H4INO2 at a distorted geometry, with properties calculated with ωB97M-V/def2-TZVPD.

LUMO (spin up / spin down): -1.3 / -1.3 eV
Orbital gap (spin up / spin down): 8.28 / 8.28 eV
ΔE to the lowest compared entry with this formula, charge and spin: 3.349 eV

```
! wB97M-V def2-TZVPD RIJCOSX def2/J DEFGRID3
* xyz 0 1
C -0.5950 0.5216 -0.1057
C 0.5995 0.9684 0.7599
N -0.5424 -0.7066 -0.7269
O -1.5070 1.2517 -0.4065
O 0.6839 -1.8292 -0.0783
I -2.3452 -1.4869 -1.3528
H 1.3412 1.0245 -0.0209
H 0.3094 1.9440 1.3196
H 0.8547 0.1129 1.4795
H 1.2010 -1.8005 -0.8679
*
```

=====

(5)
Below is a molecular structure, C39H41HgN11PS4Sb2 at a distorted geometry, with properties calculated with ωB97M-V/def2-TZVPD.

LUMO: 3.9 eV
Orbital gap: 4.72 eV
Expectation value of S²: 0.760
ΔE to the lowest compared entry with this formula, charge and spin: 3.559 eV

```
! wB97M-V def2-TZVPD RIJCOSX def2/J DEFGRID3
* xyz -2 2
Hg 0.3827 -0.0104 -1.6025
C 3.8595 4.9989 -2.3699
N 2.6390 4.5270 -1.7101
C 1.4225 5.1277 -2.3441
C 0.3385 2.9608 -2.2393
N 1.4176 2.5850 -1.2969
C 2.4903 3.2463 -1.1999
P 3.9284 2.4484 -0.3384
C 4.1272 1.4536 -1.9259
N 3.7552 1.9602 -3.0859
C 4.2780 1.1064 -4.0287
C 4.9872 0.1218 -3.3903
N 4.8993 0.3643 -2.0680
C 5.5411 -0.4131 -1.0934
C 3.2241 1.3956 0.9114
N 2.0200 0.7626 0.9578
C 1.9967 0.1473 2.1503
C 3.1126 0.3942 2.8875
N 3.8689 1.1782 2.0591
C 5.2042 1.5425 2.4223
H 4.0965 6.0410 -2.2927
H 3.8322 4.6362 -3.4107
H 4.6821 4.3665 -1.9431
H 1.7390 5.9725 -2.8891
H -0.5680 3.2173 -1.5938
H 4.1365 1.3009 -5.0893
H 5.7513 -0.5283 -3.6801
H 4.9214 -0.4530 -0.2114
H 6.5337 -0.0607 -0.8600
H 5.7022 -1.3644 -1.4583
H 1.2264 -0.5539 2.4583
H 3.5147 -0.0063 3.8338
H 5.2054 2.4574 3.0255
H 5.8638 1.7470 1.5530
H 5.6845 0.7942 3.0917
N 1.1101 3.7167 -4.3922
C 0.6447 4.0719 -3.1096
N 0.0845 1.6760 -2.9205
C 0.6897 1.5197 -4.1306
N 1.0791 2.4563 -4.9398
C 0.7884 0.1401 -4.6968
C 0.5119 -0.1030 -6.0203
N 0.8005 -1.2669 -6.5823
C 1.3522 -2.2340 -5.7928
C 1.5617 -2.0075 -4.4602
N 1.2774 -0.8154 -3.9173
H 1.5832 4.3988 -4.9865
H 0.7408 5.3304 -1.4468
H 0.1716 0.6681 -6.6820
H 1.6969 -3.2140 -6.2273
H 2.0367 -2.6941 -3.7845
S 3.5807 -3.7540 -1.7915
Sb 2.8193 -2.1646 -0.2497
S 4.7862 -2.2812 2.2493
S 0.1806 -2.0207 -0.4776
S 3.0211 -3.3408 1.8032
C -4.5613 -2.9270 2.6231
C -4.3355 -2.8009 1.1358
C -4.7734 -3.8878 0.4225
C -4.5634 -3.9517 -0.9288
C -3.7458 -3.0386 -1.6282
C -3.2349 -2.0112 -0.8743
C -3.4922 -1.8718 0.5191
Sb -2.5943 -0.2153 1.5617
C -1.6382 -0.8569 3.4012
C -1.4848 0.1165 4.4138
C -0.6824 -0.1705 5.5693
C -0.1087 -1.4284 5.6724
C -0.2666 -2.3914 4.6143
C -0.9881 -2.0895 3.4859
C -1.0665 -3.2519 2.5176
C -4.4892 0.2309 2.4804
C -4.7340 0.1478 3.8301
C -6.0178 0.0766 4.3946
C -7.0984 0.3823 3.6036
C -6.8920 0.4813 2.2555
C -5.6236 0.4626 1.6697
C -5.6800 0.6601 0.1892
H -4.4106 -3.9132 2.9763
H -5.5173 -2.5641 2.9731
H -3.7776 -2.3147 3.2527
H -5.5368 -4.5224 0.8456
H -4.9175 -4.9136 -1.4554
H -3.6188 -3.0539 -2.7327
H -2.5247 -1.3938 -1.3152
H -1.8062 1.1272 4.2476
H -0.4888 0.6168 6.2819
H 0.4871 -1.6581 6.5305
H 0.2052 -3.3414 4.7422
H -1.7292 -3.9962 3.0235
H -0.1429 -3.7174 2.2945
H -1.5248 -2.9665 1.5580
H -3.8954 0.0542 4.5507
H -6.1603 0.0793 5.4516
H -8.0938 0.3881 4.0693
H -7.7707 0.5988 1.5972
H -6.7245 0.7228 -0.1705
H -5.1442 -0.1209 -0.3680
H -5.1691 1.6781 0.0454
*
```